w.
7
Properties=species:S:1:pos:R:3 method="wB97M-V/def2-TZVPD" charge=-1 mol_weight_g_mol=129.47 orbital_gap_ev=7.6575
C 0.936 -0.533 -1.126
C -1.125 0.505 1.718
O 0.019 -0.700 -1.740
O 2.044 -0.276 -0.793
F -2.367 0.124 1.281
F -0.794 1.345 0.774
Cl 0.169 -1.143 1.161

x.
7
Properties=species:S:1:pos:R:3 method="wB97M-V/def2-TZVPD" charge=-1 mol_weight_g_mol=129.47 orbital_gap_ev=7.1692
C -1.694 0.481 -0.278
C 1.772 -0.386 0.564
O -1.609 0.574 -1.396
O -2.011 0.265 0.835
F 2.124 -0.699 -0.773
F 0.629 -1.347 0.770
Cl 0.790 1.113 0.279

Structures ranked by computed energy, the most stable listed first: w, x.

w.
13
Properties=species:S:1:pos:R:3 method="wB97M-V/def2-TZVPD" mol_weight_g_mol=72.11 orbital_gap_ev=7.5299
O 1.188 -0.562 0.078
C 1.683 0.921 0.500
C 0.002 -0.035 -0.607
C -1.218 0.485 0.068
C -1.212 -0.881 -0.596
H 1.012 -1.176 0.823
H 2.760 0.814 0.405
H 1.386 0.901 1.558
H 0.337 0.462 -1.509
H -1.252 0.526 1.152
H -1.756 1.310 -0.401
H -1.221 -1.735 0.075
H -1.710 -1.031 -1.544

x.
13
Properties=species:S:1:pos:R:3 method="wB97M-V/def2-TZVPD" mol_weight_g_mol=72.11 orbital_gap_ev=10.3503
O 1.979 0.696 -0.157
C 0.841 0.365 -0.036
C -0.002 -0.140 1.142
C -1.243 -0.027 0.229
C -0.401 0.697 -0.845
H 2.053 -1.192 -0.710
H 1.076 -1.734 -1.041
H 0.050 0.666 1.884
H 0.218 -1.080 1.652
H -2.086 0.532 0.632
H -1.576 -1.005 -0.111
H -0.467 1.790 -0.794
H -0.468 0.408 -1.895

y.
13
Properties=species:S:1:pos:R:3 method="wB97M-V/def2-TZVPD" mol_weight_g_mol=72.11 orbital_gap_ev="8.3480 / 7.0589"
C -1.756 0.430 -0.465
C -0.882 0.537 0.775
C 0.559 0.323 0.219
C 1.009 -0.990 0.105
O 1.168 1.336 -0.379
H -1.724 -0.624 -0.720
H -1.817 1.140 -1.285
H -1.030 1.344 1.350
H -1.045 -0.436 1.315
H 1.650 -0.940 -0.770
H 0.388 -1.946 -0.024
H 1.657 -1.303 0.982
H 1.823 1.127 -1.102

Structures ranked by computed energy, the most stable listed first: x, y, w.

w.
15
Properties=species:S:1:pos:R:3 method="wB97M-V/def2-TZVPD" charge=-1 mol_weight_g_mol=93.10 orbital_gap_ev=6.6133
C 0.053 0.701 -0.518
O -0.960 1.755 -0.630
C -0.343 -0.667 -1.138
C -0.185 -1.870 -0.143
O 1.181 -2.156 0.379
H 1.004 1.021 -0.937
H 0.493 0.501 0.574
H 0.336 -1.013 -2.026
H -1.427 -0.510 -1.448
H -0.677 -1.444 0.779
H -0.692 -2.765 -0.529
H 1.820 -1.929 -0.392
H -0.116 2.548 2.708
H -0.559 2.689 1.296
O 0.072 3.140 2.025

x.
15
Properties=species:S:1:pos:R:3 method="wB97M-V/def2-TZVPD" charge=-1 mol_weight_g_mol=93.10 orbital_gap_ev=6.2835
C -0.857 -0.734 0.684
C 0.408 -0.517 -0.116
O 0.804 1.122 -0.446
C -2.084 -0.117 -0.187
O -3.300 -0.172 0.386
H -0.872 -0.142 1.604
H -1.101 -1.771 0.904
H 1.275 -0.552 0.532
H 0.604 -0.992 -1.069
H 0.219 1.084 0.328
H -1.969 0.947 -0.464
H -1.960 -0.848 -1.026
H 3.605 1.376 -0.299
H 2.126 0.741 -0.710
O 3.102 0.576 -0.121

y.
15
Properties=species:S:1:pos:R:3 method="wB97M-V/def2-TZVPD" charge=-1 mol_weight_g_mol=93.10 orbital_gap_ev=8.3267
C 0.657 -0.648 -1.191
O -0.737 -1.079 -1.374
C 0.828 0.298 -0.062
C 0.522 -0.375 1.302
O -0.363 0.503 2.065
H 1.397 -1.528 -1.196
H 0.969 -0.183 -2.179
H 0.177 1.129 -0.233
H 1.832 0.827 0.087
H -0.175 -1.309 1.108
H 1.504 -0.582 1.878
H -0.782 0.965 1.332
H -2.753 1.296 -0.342
H -1.236 -0.299 -0.944
O -1.840 0.984 -0.249

Structures ranked by computed energy, the most stable listed first: y, w, x.

w.
59
Properties=species:S:1:pos:R:3 method="wB97M-V/def2-TZVPD" charge=-1 mol_weight_g_mol=347.33 orbital_gap_ev=6.8910
C 1.303 0.999 -1.477
C 0.622 0.841 -0.082
C -0.883 0.969 -0.010
O 1.074 -0.364 0.536
H 2.379 1.001 -1.408
H 0.906 1.921 -1.996
H 1.012 0.174 -2.127
H 1.044 1.543 0.600
H -1.091 0.910 1.083
H -1.263 0.096 -0.553
H -1.204 1.882 -0.529
O 2.268 -3.188 1.044
H 1.650 -2.727 0.533
H 2.389 -2.734 1.868
O -0.413 3.119 2.824
H 0.147 3.601 2.171
H 0.118 2.323 3.027
O 0.586 -2.584 -2.908
H 0.121 -3.233 -2.403
H 0.003 -1.834 -2.798
O -3.791 0.237 -1.757
H -3.265 -0.284 -1.162
H -4.102 -0.519 -2.273
O -1.279 -0.640 -3.215
H -1.371 -0.794 -4.137
H -1.714 0.211 -3.163
O -2.739 0.286 3.304
H -2.875 -0.020 2.389
H -3.197 1.103 3.281
O 3.684 -0.402 -3.678
H 4.369 -0.409 -3.037
H 2.924 -0.232 -3.198
O -2.151 -2.689 -1.561
H -2.287 -3.534 -1.975
H -2.048 -2.069 -2.338
O -0.870 -2.206 0.780
H -1.101 -2.458 -0.090
H -0.330 -1.386 0.635
O -3.417 -1.213 1.114
H -2.586 -1.770 1.048
H -3.981 -1.551 0.461
O 4.663 1.432 0.678
H 3.942 0.945 1.094
H 4.452 2.278 1.038
O -0.104 -0.209 2.984
H 0.211 -0.249 2.096
H -0.888 0.300 2.973
O -4.111 1.796 1.252
H -4.939 1.570 0.879
H -3.500 1.493 0.605
O 2.711 -1.828 -1.363
H 2.213 -1.125 -0.891
H 2.208 -2.152 -2.078
O 2.776 0.459 2.372
H 2.315 0.798 3.174
H 2.116 0.172 1.778
O 2.072 3.898 1.576
H 2.812 3.642 2.156
H 2.410 4.404 0.856

x.
59
Properties=species:S:1:pos:R:3 method="wB97M-V/def2-TZVPD" charge=-1 mol_weight_g_mol=347.33 orbital_gap_ev=9.0418
C -1.481 -1.379 -0.702
O -2.664 -0.651 -0.885
C -0.441 -0.724 0.210
C 0.922 -0.549 -0.359
H -1.080 -1.502 -1.748
H -1.711 -2.367 -0.293
H -0.378 -1.137 1.242
H -0.855 0.141 0.695
H 1.043 0.245 -1.077
H 1.423 -1.432 -0.776
H 1.602 -0.076 0.505
H 3.547 -2.155 1.324
H 4.089 -0.645 1.324
O 4.152 -1.510 0.890
H 0.891 2.258 -2.395
H 2.269 2.230 -1.652
O 1.846 1.820 -2.504
H 0.086 -1.771 4.325
H -0.575 -0.985 3.287
O 0.254 -1.012 3.801
H -2.367 2.538 0.404
H -2.362 4.014 -0.226
O -1.778 3.406 0.260
H 2.188 -2.102 -3.080
H 0.640 -1.912 -3.279
O 1.330 -2.491 -2.848
H 3.759 1.679 1.834
H 3.360 2.088 0.597
O 4.217 1.958 1.134
H 2.992 1.201 3.473
H 1.701 0.210 3.449
O 2.102 1.024 3.917
H -0.656 0.234 -3.166
H 0.942 0.284 -2.992
O 0.214 -0.071 -3.532
H -3.984 -2.549 0.469
H -3.708 -1.330 -0.104
O -3.962 -1.623 0.825
H -2.669 -1.253 1.917
H -1.920 0.052 1.715
O -2.250 -0.589 2.304
H -4.389 1.721 -1.235
H -3.463 0.960 -0.211
O -4.107 1.801 -0.347
H -1.122 1.819 -2.324
H -1.067 2.726 -1.236
O -0.702 2.657 -2.168
H -2.585 -0.002 -2.095
H -2.654 0.535 -3.705
O -2.156 0.608 -2.893
H 0.504 -4.047 -0.859
H 1.522 -2.827 -0.718
O 1.188 -3.647 -0.241
H 0.995 2.076 1.587
H 0.324 2.973 0.476
O 1.196 2.528 0.819
H 1.396 -1.504 2.697
H 1.435 -2.408 1.501
O 1.976 -1.969 2.153

Structures ranked by computed energy, the most stable listed first: w, x.

w.
26
Properties=species:S:1:pos:R:3 method="wB97M-V/def2-TZVPD" mol_weight_g_mol=136.24 orbital_gap_ev=9.8963
C -2.433 0.638 0.347
C -1.331 1.486 -0.321
C -0.385 0.718 -1.169
C 0.623 1.428 -1.843
C 1.578 0.762 -2.624
C 1.574 -0.632 -2.774
C 0.633 -1.373 -2.083
C -0.398 -0.695 -1.362
H -2.798 1.261 1.178
H -2.033 -0.364 0.762
H -3.218 0.290 -0.250
H -1.792 2.234 -1.047
H -0.626 2.051 0.421
H 0.865 2.472 -1.575
H 2.448 1.315 -3.083
H 2.462 -1.027 -3.332
H 0.508 -2.438 -2.055
H -1.464 -1.043 -1.142
C 1.036 -1.537 2.487
C 0.346 -0.283 2.982
H 1.990 -1.248 2.024
H 1.277 -2.217 3.343
H 0.566 -1.968 1.626
H 0.207 0.586 2.227
H -0.598 -0.581 3.432
H 0.965 0.165 3.833

x.
26
Properties=species:S:1:pos:R:3 method="wB97M-V/def2-TZVPD" mol_weight_g_mol=136.24 orbital_gap_ev=9.9224
C 0.377 2.003 2.819
C -0.245 2.066 1.441
C -0.340 1.012 0.631
C -0.625 1.125 -0.777
C -1.021 2.305 -1.329
C -1.067 3.334 -0.502
C -0.675 3.309 0.877
H 1.373 1.464 2.901
H -0.327 1.430 3.448
H 0.589 2.985 3.382
H -0.155 -0.064 1.036
H -0.571 0.285 -1.492
H -1.383 2.330 -2.483
H -1.240 4.354 -0.993
H -0.599 4.193 1.299
C -0.408 -3.607 -1.200
C 0.238 -2.359 -0.629
C 1.741 -2.646 -0.894
H -0.380 -4.333 -0.371
H 0.132 -4.060 -2.177
H -1.391 -3.314 -1.549
H -0.285 -1.477 -1.133
H -0.039 -2.259 0.541
H 1.782 -2.288 -1.938
H 2.436 -2.126 -0.221
H 2.084 -3.664 -0.689

Structures ranked by computed energy, the most stable listed first: w, x.

w.
26
Properties=species:S:1:pos:R:3 method="wB97M-V/def2-TZVPD" mol_weight_g_mol=136.24 orbital_gap_ev=10.0483
C 1.620 2.077 -0.284
C 1.610 0.679 0.279
C 1.704 0.368 1.613
C 1.531 -0.926 2.103
C 1.252 -1.945 1.233
C 1.334 -1.654 -0.141
C 1.509 -0.399 -0.632
H 2.549 2.384 -0.747
H 1.206 2.796 0.430
H 0.789 2.128 -1.004
H 1.864 1.168 2.330
H 1.563 -1.038 3.180
H 0.875 -2.915 1.526
H 1.204 -2.518 -0.788
H 1.616 -0.206 -1.689
C -3.103 1.621 -0.856
C -2.693 0.141 -0.592
C -2.894 -0.763 -1.805
H -2.427 2.295 -0.333
H -4.129 1.861 -0.580
H -3.039 1.789 -1.931
H -1.706 0.223 -0.133
H -3.286 -0.260 0.236
H -3.917 -1.141 -1.794
H -2.862 -0.228 -2.762
H -2.156 -1.555 -1.883

x.
26
Properties=species:S:1:pos:R:3 method="wB97M-V/def2-TZVPD" mol_weight_g_mol=136.24 orbital_gap_ev=10.0171
C 2.873 0.002 -1.834
C 1.927 -0.538 -0.764
C 0.897 0.512 -0.363
C -0.151 0.814 -1.224
C -1.111 1.765 -0.884
C -0.967 2.479 0.288
C 0.087 2.210 1.165
C 0.957 1.182 0.853
H 3.842 0.283 -1.416
H 2.494 0.898 -2.315
H 3.119 -0.675 -2.660
H 1.342 -1.391 -1.118
H 2.475 -0.795 0.149
H -0.263 0.227 -2.127
H -2.010 1.779 -1.484
H -1.671 3.266 0.539
H 0.126 2.808 2.068
H 1.805 1.017 1.521
C -2.713 -2.167 1.072
C -1.265 -1.771 1.302
H -2.846 -2.835 0.213
H -3.067 -2.783 1.900
H -3.363 -1.308 1.028
H -0.723 -2.534 1.850
H -1.130 -0.831 1.838
H -0.664 -1.614 0.403

y.
26
Properties=species:S:1:pos:R:3 method="wB97M-V/def2-TZVPD" mol_weight_g_mol=136.24 orbital_gap_ev=9.9992
C -0.983 -0.246 2.856
C -1.547 -0.842 1.576
C -2.531 -0.283 0.861
C -2.973 -0.895 -0.320
C -2.625 -2.181 -0.701
C -1.776 -2.875 0.261
C -1.082 -2.229 1.301
H -1.304 0.823 2.978
H 0.074 -0.247 2.895
H -1.389 -0.577 3.686
H -3.202 0.444 1.210
H -3.613 -0.435 -1.020
H -2.674 -2.584 -1.639
H -1.615 -3.936 0.053
H -0.553 -2.764 2.146
C 1.831 1.111 -0.558
C 3.160 1.666 -1.265
C 2.786 2.255 -2.588
H 1.219 0.499 -1.151
H 2.064 0.574 0.354
H 1.266 2.062 -0.391
H 3.657 2.345 -0.522
H 3.973 0.898 -1.295
H 3.366 3.127 -2.886
H 2.684 1.541 -3.444
H 1.790 2.750 -2.396

z.
26
Properties=species:S:1:pos:R:3 method="wB97M-V/def2-TZVPD" mol_weight_g_mol=136.24 orbital_gap_ev=9.9667
C 0.524 2.321 1.658
C -0.306 1.074 1.814
C -1.030 0.594 0.731
C -1.873 -0.499 0.888
C -1.979 -1.128 2.110
C -1.160 -0.721 3.172
C -0.364 0.393 3.035
H 1.161 2.260 0.766
H 1.225 2.415 2.493
H -0.048 3.233 1.543
H -0.979 1.101 -0.224
H -2.406 -0.901 0.043
H -2.789 -1.781 2.396
H -1.138 -1.308 4.077
H 0.187 0.894 3.817
C 1.792 0.270 -2.059
C 0.557 -0.589 -2.276
C 0.618 -1.722 -3.320
H 2.595 -0.088 -2.698
H 1.690 1.343 -2.136
H 2.185 0.055 -1.062
H -0.324 0.002 -2.541
H 0.117 -1.060 -1.393
H 1.589 -1.921 -3.777
H -0.095 -1.563 -4.143
H 0.252 -2.672 -2.912

Structures ranked by computed energy, the most stable listed first: x, w, z, y.

w.
26
Properties=species:S:1:pos:R:3 method="wB97M-V/def2-TZVPD" mol_weight_g_mol=136.24 orbital_gap_ev=10.0547
C -1.326 2.201 -2.611
C -1.749 1.393 -1.354
C -0.523 1.026 -0.553
C -0.279 1.635 0.678
C 0.853 1.289 1.410
C 1.816 0.435 0.913
C 1.525 -0.195 -0.293
C 0.394 0.098 -1.035
H -1.201 3.220 -2.265
H -1.980 2.069 -3.466
H -0.302 1.984 -2.897
H -2.405 2.029 -0.768
H -2.193 0.441 -1.627
H -1.094 2.186 1.104
H 1.030 1.887 2.284
H 2.780 0.218 1.355
H 2.127 -1.015 -0.687
H 0.108 -0.506 -1.891
C -0.520 -2.862 1.947
C 0.382 -3.676 1.030
H -0.363 -2.879 3.022
H -0.414 -1.818 1.646
H -1.572 -3.059 1.737
H 1.362 -3.928 1.449
H 0.486 -3.149 0.087
H 0.025 -4.697 0.841

x.
26
Properties=species:S:1:pos:R:3 method="wB97M-V/def2-TZVPD" mol_weight_g_mol=136.24 orbital_gap_ev=9.9852
C 2.287 1.682 0.078
C 1.243 1.355 1.067
C 0.731 0.009 0.906
C 0.955 -0.966 -0.145
C 0.249 -2.131 -0.241
C -0.588 -2.562 0.773
C -0.586 -1.776 1.940
C -0.003 -0.472 1.977
H 1.781 1.872 -0.975
H 3.050 0.861 0.089
H 3.070 2.513 0.378
H 1.751 1.557 2.043
H 0.479 2.232 0.913
H 1.558 -0.695 -0.878
H 0.334 -2.676 -1.145
H -0.881 -3.593 0.809
H -1.016 -2.067 2.829
H -0.043 0.026 2.915
C -2.154 -0.068 -1.378
C -1.429 1.217 -1.930
H -1.615 -0.951 -1.670
H -2.133 -0.037 -0.269
H -3.183 -0.064 -1.773
H -0.964 0.903 -2.792
H -0.884 1.812 -1.163
H -2.010 2.021 -2.357

Structures ranked by computed energy, the most stable listed first: w, x.

w.
26
Properties=species:S:1:pos:R:3 method="wB97M-V/def2-TZVPD" mol_weight_g_mol=136.24 orbital_gap_ev=10.0422
C -2.899 1.971 0.276
C -1.741 1.142 0.816
C -0.682 0.794 -0.200
C 0.677 0.931 0.122
C 1.654 0.676 -0.817
C 1.318 0.266 -2.109
C -0.015 0.092 -2.411
C -1.016 0.330 -1.462
H -3.832 1.932 0.850
H -3.048 1.877 -0.787
H -2.763 3.037 0.498
H -1.262 1.606 1.679
H -2.176 0.215 1.202
H 0.827 1.171 1.166
H 2.653 1.065 -0.668
H 2.120 0.262 -2.833
H -0.365 -0.181 -3.398
H -2.023 0.217 -1.846
C 1.891 -2.570 0.658
C 1.185 -1.841 1.820
H 2.682 -3.216 1.017
H 1.205 -3.060 -0.019
H 2.488 -1.807 0.146
H 1.867 -1.754 2.671
H 0.261 -2.371 2.029
H 0.993 -0.785 1.598

x.
26
Properties=species:S:1:pos:R:3 method="wB97M-V/def2-TZVPD" mol_weight_g_mol=136.24 orbital_gap_ev=9.9358
C 1.035 -0.188 3.480
C 0.639 -1.049 2.265
C -0.117 -2.210 2.393
C -0.840 -2.703 1.322
C -0.724 -2.131 0.111
C 0.297 -1.153 -0.048
C 1.019 -0.548 1.019
H 0.284 0.638 3.555
H 2.219 0.049 3.331
H 0.897 -0.715 4.432
H -0.349 -2.578 3.426
H -1.607 -3.380 1.416
H -1.324 -2.357 -0.727
H 0.531 -0.862 -1.062
H 1.835 0.153 1.028
C 1.010 1.693 -2.239
C -0.379 2.269 -2.770
C -1.640 1.437 -2.301
H 1.864 2.337 -2.296
H 1.308 0.808 -2.836
H 0.922 1.285 -1.213
H -0.477 3.192 -2.295
H -0.398 2.211 -3.867
H -2.016 1.976 -1.444
H -2.527 1.316 -2.937
H -1.460 0.508 -1.744

Structures ranked by computed energy, the most stable listed first: w, x.